Record 1
35
Properties=species:S:1:pos:R:3:lowdin_charge:R:1 method="wB97M-V/def2-TZVPD" e_above_lowest_kcal_mol=10.8 charge=+2 largest_force_ev_per_a=3.0 spin_multiplicity=3 homo_energy_ev="-12.41 / -15.74" orbital_gap_ha="0.180 / 0.269"
Yb 0.508 0.901 0.141 1.168
H -2.661 4.213 -0.159 -0.003
H -0.555 -0.416 -1.030 -0.003
P -1.971 -0.369 0.067 0.740
C -2.103 0.807 1.446 -0.246
H -3.182 0.916 1.633 0.084
H -1.641 0.424 2.369 0.069
H -1.731 1.827 1.220 0.041
C -3.219 0.217 -1.096 -0.213
H -3.469 -0.574 -1.817 0.077
H -4.125 0.480 -0.530 0.073
H -2.878 1.103 -1.650 0.059
C -2.666 -1.903 0.667 -0.210
H -2.245 -2.176 1.644 0.070
H -3.756 -1.796 0.779 0.085
H -2.463 -2.715 -0.043 0.079
C 0.337 -1.533 0.680 -0.260
O 0.552 -2.684 0.433 0.121
H 0.994 -0.944 -2.002 0.113
H -0.448 -0.773 -2.851 0.136
H -0.095 1.543 -3.446 0.021
H 1.304 1.624 -1.812 -0.025
B 0.480 1.121 -2.520 -0.286
N 0.195 -0.319 -2.189 -0.044
H -3.279 4.424 -0.516 0.029
H 0.788 -0.914 1.572 0.079
C 4.819 -0.064 0.135 0.038
C 3.603 -0.116 0.993 -0.449
N 3.665 -0.702 2.194 0.235
O 2.473 0.348 0.599 -0.205
H 5.722 -0.135 0.765 0.109
H 4.830 0.877 -0.434 0.114
H 4.822 -0.920 -0.563 0.121
H 2.847 -0.711 2.803 0.138
H 4.548 -1.060 2.517 0.141

=====

Record 2
33
Properties=species:S:1:pos:R:3:lowdin_charge:R:1 method="wB97M-V/def2-TZVPD" e_above_lowest_kcal_mol=112.3 largest_force_ev_per_a=11.3 homo_energy_ev=-8.60 smiles=CNCCNC(C)C.O.O.O orbital_gap_ha=0.324
C 0.153 2.317 -2.100 -0.159
N -0.695 2.842 -1.085 -0.154
C -1.250 1.790 -0.232 -0.244
C -0.268 1.315 0.828 -0.237
N 0.280 -0.042 0.562 -0.096
C 0.880 -0.692 1.871 -0.343
C -0.168 -0.580 3.069 -0.082
C 1.035 -2.201 1.586 -0.096
H -0.633 1.947 -2.812 0.088
H 0.822 1.444 -1.886 0.075
H 0.570 2.943 -2.867 0.076
H -0.299 3.596 -0.403 0.145
H -2.345 2.036 0.226 0.156
H -1.614 0.947 -0.794 0.082
H 0.667 1.964 0.999 0.140
H -0.660 1.413 1.867 0.088
H -0.406 -0.795 0.106 0.121
H 1.869 -0.103 2.109 0.161
H -0.007 -1.487 3.658 0.063
H 0.313 0.034 3.879 0.087
H -1.158 -0.327 2.825 0.052
H 2.029 -2.532 2.083 0.120
H 0.157 -2.752 1.919 0.073
H 1.064 -2.772 0.759 0.010
O 1.721 -0.901 -1.566 -0.038
H 1.574 -0.639 -0.673 -0.011
H 1.497 -1.807 -1.551 0.031
O 0.370 -0.437 -3.836 -0.042
H -0.242 -0.010 -3.458 -0.143
H 1.101 -0.582 -3.089 0.058
O -2.412 -1.757 -0.818 -0.114
H -1.922 -2.520 -1.287 0.087
H -2.024 -1.652 0.111 0.045

=====

Record 3
35
Properties=species:S:1:pos:R:3:lowdin_charge:R:1 method="wB97M-V/def2-TZVPD" e_above_lowest_kcal_mol=0.0 charge=+1 largest_force_ev_per_a=2.1 homo_energy_ev=-12.68 orbital_gap_ha=0.318
C 3.205 -0.438 -0.512 -0.235
O 1.996 0.151 -1.012 -0.071
C 3.171 -0.650 0.987 -0.174
C 2.963 0.684 1.742 -0.152
C 1.567 1.228 1.660 -0.041
C 0.469 0.513 1.806 -0.083
N -0.877 0.984 1.948 0.082
C -1.297 2.112 1.529 0.152
H 3.425 -1.361 -1.064 0.125
H 3.942 0.344 -0.717 0.124
H 1.258 -0.382 -0.764 0.049
H 4.143 -1.026 1.292 0.122
H 2.355 -1.307 1.265 0.100
H 3.101 0.410 2.777 0.123
H 3.702 1.378 1.361 0.120
H 1.423 2.294 1.622 0.116
H 0.488 -0.548 2.034 0.133
H -1.566 0.341 2.329 0.165
H -2.347 2.311 1.518 0.101
H -0.608 2.850 1.199 0.113
H 0.116 0.052 -4.097 0.074
H -0.941 -0.878 -4.729 0.058
O -0.623 -0.527 -3.914 -0.005
H -2.508 -1.178 -0.109 -0.011
H -3.637 -1.176 0.899 0.057
O -2.766 -1.557 0.750 -0.064
H -0.112 -3.731 -0.437 0.056
H -1.292 -2.886 0.246 -0.011
O -0.566 -2.875 -0.364 -0.059
H -2.871 1.239 -1.178 0.033
H -2.739 2.751 -1.230 0.069
O -2.831 2.034 -0.573 -0.093
H -2.755 -1.045 -2.036 0.086
H -1.512 -0.418 -2.479 0.035
O -2.141 -0.366 -1.701 -0.093

=====

Record 4
34
Properties=species:S:1:pos:R:3:lowdin_charge:R:1 method="wB97M-V/def2-TZVPD" e_above_lowest_kcal_mol=11.4 charge=+1 largest_force_ev_per_a=2.9 spin_multiplicity=2 homo_energy_ev="-14.12 / -14.12" orbital_gap_ha="0.383 / 0.183"
C 2.241 -1.847 -0.272 0.041
C 1.713 -0.411 -0.001 -0.385
C 1.105 -0.192 1.375 -0.181
C -0.265 -0.827 1.599 -0.188
C -1.400 0.212 1.485 -0.254
C -2.819 -0.326 1.456 -0.092
N 2.692 0.578 -0.275 0.308
H 1.633 -2.573 0.272 0.112
H 3.173 -2.002 0.275 0.101
H 2.227 -2.055 -1.335 0.101
H 0.838 -0.285 -0.662 0.154
H 1.075 0.856 1.723 0.119
H 1.852 -0.376 2.174 0.135
H -0.314 -1.134 2.643 0.125
H -0.389 -1.690 0.948 0.091
H -1.146 0.870 0.640 0.096
H -1.300 0.882 2.341 0.113
H -3.123 -0.570 2.475 0.083
H -3.499 0.411 1.035 0.084
H -2.938 -1.254 0.916 0.055
H 3.376 0.675 0.482 0.173
H 3.146 0.590 -1.193 0.173
H 1.584 3.611 0.707 0.056
H 1.468 2.461 -0.278 -0.023
O 1.034 3.272 -0.005 -0.025
H -0.455 2.324 -1.885 0.044
H 0.607 1.283 -2.429 0.008
O -0.061 1.924 -2.669 -0.026
H -2.093 -1.011 -0.952 0.003
H -2.202 -2.339 -1.656 0.047
O -1.822 -1.937 -0.891 -0.053
H -2.295 0.993 -2.986 0.044
H -1.387 -0.218 -2.419 0.003
O -2.256 0.106 -2.637 -0.044